{"formula": "C15H27ClILaN2OP2S", "method": "ωB97M-V/def2-TZVPD", "total_energy_ha": -2642.454296, "homo_lumo_gap_ev": 3.74, "e_lumo_ev": -9.46, "e_homo_ev": -13.20, "e_above_lowest_ev": 0.000, "total_charge": 2, "species": ["C", "C", "H", "H", "H", "O", "I", "La", "P", "C", "C", "H", "H", "H", "H", "H", "H", "C", "H", "H", "H", "P", "C", "C", "H", "H", "H", "C", "H", "H", "H", "H", "H", "H", "Cl", "N", "C", "N", "C", "C", "C", "C", "C", "C", "S", "H", "H", "H", "H", "H", "H"], "coordinates": [[-3.005355, -0.626125, -4.934835], [-1.732751, -1.016344, -4.330820], [-3.122149, -1.037117, -5.950057], [-3.030564, 0.469532, -4.979463], [-3.822591, -0.985132, -4.296460], [-0.723623, -1.599090, -4.351846], [-4.100089, 1.202116, -0.522569], [-1.300426, 0.824122, 0.120630], [-1.901968, -2.017307, 0.515915], [-0.696221, -3.363689, 0.813555], [-2.237808, -1.453272, 2.250027], [-2.697721, -2.309308, 2.764697], [-3.726891, -3.541140, 1.046619], [-2.944998, -0.604449, 2.264242], [-4.181002, -2.338268, -0.205568], [0.284103, -2.937790, 1.066098], [-1.311788, -1.167473, 2.776000], [-3.388015, -3.003751, 0.149403], [-1.037368, -4.025673, 1.626888], [-3.146022, -3.728010, -0.638712], [-0.600914, -3.940027, -0.119908], [0.518586, 2.363007, -1.521672], [2.316717, 2.075377, -1.732514], [0.208357, 3.533030, -2.875769], [-0.470962, 3.711013, 0.284639], [1.049904, 4.417925, -0.358649], [1.101626, 3.036795, 0.788865], [0.554674, 3.485442, -0.054933], [-0.872256, 3.676568, -2.981788], [0.689339, 4.498828, -2.668127], [2.872642, 3.024004, -1.646647], [2.476528, 1.636121, -2.728987], [0.606154, 3.113253, -3.807597], [2.674026, 1.367907, -0.971411], [-1.998320, 2.643605, 2.035477], [-0.032371, 1.526676, 3.969719], [0.886500, 0.869042, 3.259063], [0.738934, 0.435065, 1.981596], [1.898014, -0.290983, 1.628538], [2.098563, -0.928438, 0.393403], [3.284464, -1.645141, 0.178944], [4.263734, -1.720230, 1.193479], [4.068304, -1.079523, 2.428473], [2.887323, -0.373380, 2.639797], [2.401904, 0.467410, 4.084593], [0.230440, 1.811070, 4.913183], [-0.816281, 1.980667, 3.455812], [1.339486, -0.878871, -0.397760], [3.448204, -2.149991, -0.785516], [5.186624, -2.291280, 0.999189], [4.813306, -1.116777, 3.232763]], "atomic_forces_ev_per_a": [[-0.4, 0.9, 1.1], [4.3, -4.1, -2.9], [0.7, -0.2, 0.2], [-0.1, 0.0, 0.1], [0.1, 0.2, 0.1], [-4.8, 3.4, 1.3], [-0.8, -0.3, -0.8], [0.6, 0.6, 2.0], [0.0, -1.2, 0.8], [0.2, 0.1, -0.1], [0.0, 0.1, -0.1], [0.1, 0.4, 0.0], [0.1, 0.1, -0.3], [0.1, -0.3, 0.1], [0.0, -0.2, 0.1], [-0.2, -0.2, 0.0], [-0.3, -0.1, -0.2], [-0.3, 0.2, -0.3], [0.1, 0.2, -0.3], [-0.1, 0.1, 0.2], [0.1, 0.1, 0.4], [1.7, 1.1, -0.3], [0.0, -0.4, -0.1], [-0.5, 0.0, -0.2], [0.5, 0.2, -0.1], [-0.1, -0.2, 0.1], [-0.2, 0.1, -0.3], [-0.4, 0.0, 0.1], [0.2, 0.2, -0.1], [-0.1, -0.3, -0.1], [-0.3, -0.3, -0.1], [0.1, 0.1, 0.3], [-0.1, 0.1, 0.2], [0.0, 0.2, -0.2], [-0.2, -0.2, -0.4], [0.3, 0.0, -0.2], [-0.2, -0.3, -0.4], [0.4, 0.3, 1.2], [0.0, 0.0, 0.1], [0.4, 0.0, 0.4], [0.1, 0.1, 0.3], [-0.1, 0.0, -0.2], [0.1, -0.1, -0.2], [0.1, -0.5, -0.9], [-0.6, 0.0, -0.9], [-0.4, 0.0, -0.5], [0.5, -0.3, 0.6], [0.2, 0.0, 0.2], [0.0, 0.3, 0.6], [-0.6, 0.4, 0.2], [-0.2, -0.1, -0.5]], "mulliken_charge": [-0.680, 0.748, 0.364, 0.318, 0.321, -0.092, -0.358, 1.038, 0.633, -1.094, -1.406, 0.467, 0.376, 0.477, 0.324, 0.204, 0.366, -1.136, 0.415, 0.375, 0.377, 0.711, -1.085, -1.151, 0.479, 0.486, 0.332, -1.411, 0.361, 0.369, 0.406, 0.385, 0.375, 0.221, -0.665, -0.186, 0.141, 0.289, -0.007, -0.519, -0.849, -0.767, -0.349, 0.811, -0.250, 0.252, 0.074, 0.313, 0.422, 0.370, 0.404]}